Formula: C28H45BrN2P2Pd
Source: the Open Molecules 2025 dataset
Level of theory: wB97M-V/def2-TZVPD

Geometry (Å):
H (-0.55228, -0.90171, 3.13097)
H (-4.67394, 4.71171, 0.03826)
C (1.66094, -0.30375, -2.05657)
H (-5.31521, 0.68771, -3.21120)
C (-0.05748, 0.03652, 3.41180)
H (3.86263, -1.18206, 1.86047)
C (-0.63091, -4.43865, 1.97291)
C (0.92431, -1.54961, -1.96938)
H (2.72283, 0.96332, 3.31588)
C (2.91613, -0.99906, 2.36867)
C (-3.89722, 0.71751, 1.64284)
H (-2.78664, 3.21655, -0.93367)
C (-1.68862, -5.03896, 2.91082)
H (3.22162, -2.30441, -2.75756)
C (4.90995, -1.27159, -3.63233)
N (7.19096, -1.16712, -5.30473)
H (-2.25057, 2.92298, 0.74990)
C (3.12037, -0.30899, -2.10156)
H (0.11096, -0.02865, 5.56358)
H (-3.34580, -0.16834, 1.29504)
H (-3.24134, 1.28996, 2.31870)
C (6.81381, -0.10033, -4.60338)
H (6.78732, -3.10808, -5.85952)
H (-4.37657, -0.19259, -1.10103)
H (-3.88349, 4.58912, 1.61200)
Pd (0.81107, -0.14113, -0.18097)
C (-3.11359, 3.17384, 0.11650)
H (3.60717, 0.61623, -1.77848)
H (-5.75082, -0.45301, 1.82935)
H (-1.75361, -4.39279, 3.79485)
H (1.33155, 3.03112, 0.09462)
H (-0.62393, -4.97224, 1.01445)
H (-1.54379, -6.06544, 3.25326)
C (-3.71337, 4.52699, 0.53159)
N (-1.44660, -1.98636, 1.57452)
H (-4.95217, 2.34858, -2.76853)
C (1.21764, 3.27977, 1.15650)
H (0.38775, -4.46691, 2.38660)
C (2.57792, 0.48010, 2.35128)
H (1.42186, 1.86303, -2.08167)
H (-3.20337, 0.99249, -1.72039)
H (-3.03563, 5.34419, 0.26203)
H (-0.84392, 1.66450, -3.31015)
H (5.44262, 0.81053, -3.22250)
H (-5.85701, 1.15720, 2.54494)
H (1.49093, -2.45021, -1.71631)
P (0.82960, 0.59428, 1.88913)
H (1.37727, -0.97897, 4.74804)
Br (-2.70442, -0.61080, -3.76803)
H (0.80971, 4.29466, 1.20956)
C (-0.98255, -3.05117, 1.70113)
H (2.17237, -1.61111, 1.84126)
H (3.00870, -1.40404, 3.37853)
H (-4.96193, -0.12670, 3.37032)
C (0.29189, 2.34180, 1.90472)
H (3.14545, 1.02842, 1.59521)
C (0.77850, -0.06118, 4.69163)
C (5.29058, -2.36448, -4.45717)
H (4.74951, -3.30578, -4.47184)
C (5.68355, -0.09733, -3.77091)
H (2.21237, 3.28321, 1.61339)
P (-4.33064, 1.81143, 0.23648)
C (-5.24193, 1.37435, -2.36314)
H (0.17372, 2.65819, 2.95266)
C (-0.97232, -0.44502, -3.07408)
H (1.46434, 0.79119, 4.78869)
C (-0.35549, 0.79904, -2.89554)
C (0.91257, 0.90409, -2.24689)
C (-5.18695, 0.30166, 2.38822)
H (7.44601, 0.78871, -4.70115)
H (-0.86863, 0.76365, 3.57936)
C (3.72676, -1.33372, -2.76242)
H (-0.70356, 2.30172, 1.44356)
C (-4.22300, 0.87247, -1.33117)
C (6.43979, -2.26857, -5.25013)
H (-6.24180, 1.47654, -1.92978)
C (-0.31888, -1.60266, -2.63351)
H (-2.64129, -4.99293, 2.36946)
H (-0.77179, -2.56292, -2.83796)

Properties
* energy: -124843.7993 eV
* highest occupied orbital energy: -7.1862 eV
* LUMO level: -0.011 Eh
* M: 657.95 g mol⁻¹
* ΔE to the lowest compared entry with this formula, charge and spin: 0.0 kJ/mol

Mulliken population analysis, charges in e, atoms 1 to 5: number 1, H, carries 0.077; number 2, H, carries 0.382; number 3, C, carries 0.255; number 4, H, carries 0.352; number 5, C, carries -0.166